The following is a quantum chemistry calculation of C9H16N3O as an isolated structure at a distorted geometry, from OMol25.

## Properties
Frontier orbital gap in Ha: 0.3190
Spin multiplicity: 1
LUMO in Eh: -0.10426
Total charge: +1
ΔE to the lowest compared entry with this formula, charge and spin in eV: 4.832

XYZ file:
```
29
Properties=species:S:1:pos:R:3:mulliken_charge:R:1
C 2.97504 -1.66562 0.61135 -1.178
C 2.08848 -0.63528 0.68110 0.754
C 0.91256 -1.08335 1.41113 0.788
C 1.22721 -2.31909 1.85580 -0.097
C 0.46734 1.00090 0.61600 -0.422
C 0.46366 -3.28417 2.71138 -1.295
C -0.27496 2.14975 -1.76160 -1.542
C -2.18811 0.84375 -0.67469 -1.274
C -0.64232 0.99159 -0.96507 0.627
N 1.66734 0.58953 0.03303 -0.366
N -0.13125 -0.13920 1.40156 -0.247
N -0.00516 -0.21256 -1.57236 -0.263
O 2.47142 -2.62767 1.38819 -0.331
H 3.91945 -1.79369 0.23378 0.508
H 0.49957 2.07365 0.82871 0.479
H -0.05907 -4.10566 2.13153 0.265
H 1.27636 -3.70724 3.48416 0.301
H -0.36715 -2.93424 3.37404 0.354
H -0.31493 1.86351 -2.92890 0.305
H 0.72140 2.58203 -1.60726 0.333
H -1.00357 2.89353 -1.66140 0.444
H -2.19302 -0.24236 -0.22990 0.337
H -2.22416 1.58083 0.15395 0.327
H -2.75653 1.13626 -1.56896 0.415
H 2.50763 1.27458 -0.03536 0.320
H -0.73113 0.09987 2.21329 0.303
H -0.22838 -0.47163 -2.59125 0.362
H -0.46405 -1.01841 -1.03810 0.393
H 1.06704 -0.12474 -1.44404 0.400
```



The following is a quantum chemistry calculation of C9H16N3RuSe as an isolated structure at a distorted geometry, from OMol25.

## Properties
Frontier orbital gap (alpha / beta) in Ha: 0.2313 / 0.2837
Spin multiplicity: 5
LUMO (alpha / beta) in Eh: -0.10814 / -0.16268
Total charge: +1
ΔE to the lowest compared entry with this formula, charge and spin in eV: 0.000

XYZ file:
```
30
Properties=species:S:1:pos:R:3:lowdin_spin:R:1
C -1.97203 1.37618 -2.42190 0.006
Ru 1.94935 -0.60837 -3.14107 3.175
N 1.18382 -2.09565 -4.37476 0.109
H 0.98430 0.43065 -3.69366 0.204
H 1.90362 -2.65046 -4.83176 0.016
H -2.80389 0.72866 -2.28429 0.000
H -2.18650 2.12214 -3.18871 0.000
H -1.12520 0.74773 -2.74086 0.010
H -1.70754 1.86548 -1.48189 0.000
H 0.66483 -2.70681 -3.74979 0.015
H 0.53784 -1.76205 -5.09197 0.010
C 1.38765 -1.76872 0.69992 0.011
N 0.91012 -0.41633 0.91589 0.031
C 1.10588 0.66602 0.11385 0.061
Se 2.27056 0.81623 -1.34958 0.286
N 0.44605 1.69768 0.73222 0.023
C -0.16843 1.27029 1.91493 0.004
C -0.96230 1.92143 2.85734 0.002
C -1.42626 1.16482 3.94546 0.006
C -1.08349 -0.19595 4.08667 0.005
C -0.28193 -0.83000 3.12485 0.004
C 0.13897 -0.06864 2.03460 0.004
H 2.11254 -1.75413 -0.12135 0.017
H 0.54479 -2.42715 0.44602 0.001
H 1.85129 -2.13543 1.62466 0.000
H 0.41934 2.64655 0.37959 0.001
H -1.19925 2.97736 2.73128 0.000
H -2.05998 1.61600 4.71020 0.000
H -1.45315 -0.75255 4.95395 0.000
H 0.01904 -1.87501 3.20017 0.000
```



The following is a quantum chemistry calculation of a 3-piece molecular cluster, C9H16N4O overall, from OMol25.

## Properties
Frontier orbital gap in Ha: 0.3101
Spin multiplicity: 1
SMILES: c1cc[nH]c1.NC(N)=O.CCCC#N
LUMO in Eh: 0.01023
ΔE to the lowest compared entry with this formula, charge and spin in eV: 0.000

XYZ file:
```
30
Properties=species:S:1:pos:R:3:mulliken_charge:R:1
C 0.03254 -3.76606 -4.03529 -0.581
C 0.14843 -3.05338 -2.81220 -0.271
C 1.23066 -2.22078 -2.92651 -0.335
N 1.77040 -2.39121 -4.16959 0.003
C 1.07071 -3.36227 -4.83856 -0.440
H -0.74263 -4.43760 -4.36519 0.369
H -0.51046 -3.13689 -1.96393 0.393
H 1.55913 -1.39652 -2.31471 0.276
H 2.51251 -1.85209 -4.57604 0.205
H 1.27221 -3.64987 -5.85624 0.368
N -0.75346 3.48170 3.81715 -0.385
C -2.09433 3.44605 3.52189 0.660
N -2.73437 2.29116 3.89356 -0.413
O -2.68483 4.35448 2.97609 -0.627
H -0.39742 2.78038 4.44596 0.177
H -0.20205 4.31645 3.75449 0.216
H -2.24501 1.54029 4.34469 0.174
H -3.65934 2.16534 3.53013 0.217
C -0.78800 0.40381 0.08941 -1.192
C 0.15816 0.77226 1.22387 -0.144
C 1.49073 0.04471 1.19442 -0.397
C 2.27539 0.34256 -0.00690 0.206
N 2.91611 0.55411 -0.93566 -0.475
H -0.86994 -0.67592 -0.06150 0.240
H -0.43065 0.81433 -0.85741 0.342
H -1.79165 0.78484 0.27066 0.372
H -0.36675 0.63791 2.17205 0.139
H 0.33240 1.85037 1.17319 0.276
H 1.39977 -1.03803 1.28223 0.328
H 2.10174 0.39984 2.02994 0.299
```



The following is a quantum chemistry calculation of one molecule with the formula C9H16N4O5 at a distorted geometry, from OMol25.

## Properties
Frontier orbital gap in Ha: 0.3701
Spin multiplicity: 1
SMILES: NC(=O)CC[C@H](NC(=O)[C@@H](N)CC(N)=O)C(=O)O
LUMO in Eh: 0.01325
ΔE to the lowest compared entry with this formula, charge and spin in eV: 0.698

XYZ file:
```
34
Properties=species:S:1:pos:R:3:mulliken_charge:R:1
N 3.29166 -1.49970 0.05342 -0.289
C 3.31087 -0.20207 0.45297 0.173
O 4.31804 0.44560 0.30582 -0.642
C 1.97693 0.34404 0.95613 -0.142
C 1.37092 1.31921 -0.02197 -0.745
C -0.05573 1.78535 0.41339 0.007
N -1.06464 0.77661 0.13904 -0.093
C -1.45741 -0.08536 1.12240 0.329
O -1.16683 0.10131 2.30320 -0.675
C -2.30317 -1.25247 0.60293 -0.072
N -3.71166 -0.94805 0.34807 -0.699
C -1.70139 -1.84601 -0.63692 -1.294
C -0.22809 -2.09796 -0.67271 0.689
N 0.33239 -1.68692 -1.84388 -0.364
O 0.42428 -2.75734 0.10685 -0.678
C -0.49875 2.99095 -0.39265 0.225
O -1.14062 2.91306 -1.40899 -0.625
O -0.06148 4.18377 0.01023 -0.444
H 4.17338 -2.00365 -0.05478 0.235
H 2.45375 -2.03339 0.29037 0.164
H 2.19368 0.84386 1.93554 0.359
H 1.36233 -0.53758 1.24193 0.274
H 1.26264 0.80409 -1.01774 0.161
H 2.09332 2.14297 -0.18882 0.491
H -0.09753 2.01146 1.52875 0.488
H -1.49264 0.85678 -0.78007 0.341
H -2.24200 -1.93777 1.40060 0.498
H -3.82361 -0.07103 -0.19542 0.311
H -4.13303 -0.69147 1.24810 0.328
H -2.24166 -2.74862 -0.92364 0.480
H -1.87183 -1.19266 -1.44941 0.311
H 1.33482 -1.67434 -1.82742 0.328
H -0.19287 -1.00208 -2.37372 0.224
H -0.41407 4.74940 -0.67161 0.345
```



The following is a quantum chemistry calculation of a 2-piece molecular cluster, C9H16N5O7P2 overall at a distorted geometry, from OMol25.

## Properties
Frontier orbital gap in Ha: 0.0674
Spin multiplicity: 1
LUMO in Eh: 0.03238
Total charge: -1

XYZ file:
```
39
Properties=species:S:1:pos:R:3:mulliken_charge:R:1
C -0.75618 -1.42316 -2.44051 -0.916
C -0.50795 -1.49260 -1.26924 0.492
N -0.24049 -1.49283 0.04499 0.106
C -1.34868 -1.95332 0.89118 -1.041
C -2.32511 -0.81309 1.07332 -0.349
N -1.90847 0.36361 0.89901 -0.546
C 0.86698 -0.98874 0.63528 0.440
N 1.04799 -0.93711 1.93363 -0.493
C 2.18976 -0.31525 2.13672 -0.153
N 2.81173 0.01177 0.96829 0.070
P 4.34035 0.84974 0.90939 -0.200
P 4.03392 2.64325 2.24095 0.722
O 2.61827 2.92312 2.51067 -0.569
O 4.88574 2.31648 3.54708 -0.519
O 4.86660 3.90348 1.68266 -0.439
N 1.94578 -0.43948 -0.03164 0.153
C 2.24221 -0.33110 -1.40825 -0.455
O 2.50458 -1.65933 -1.85904 -0.224
O 2.45583 -1.62557 -3.27663 -0.430
H -1.02478 -1.25765 -3.45454 0.491
H -1.84493 -2.75015 0.34082 0.393
H -0.97962 -2.37962 1.81883 0.433
H -3.38556 -0.99258 1.25867 0.595
H -2.72825 0.97920 0.96157 0.385
H 2.60476 -0.07144 3.09581 0.389
H 4.23710 1.57469 -0.29566 0.043
H 4.26889 2.05643 4.24740 0.360
H 4.46371 4.17090 0.84299 0.360
H 1.39442 0.07305 -1.95552 0.500
H 3.10147 0.31136 -1.59003 0.280
H 1.52341 -1.85961 -3.43747 0.370
O -5.67763 -0.32582 -3.06246 -0.733
C -5.68361 0.39224 -1.96727 -0.377
C -4.66938 -0.23494 -0.79306 0.228
O -4.64170 0.46034 0.32825 -0.799
H -6.65115 0.45951 -1.41719 0.168
H -5.30566 1.43864 -2.05544 0.199
H -3.69897 -0.29516 -1.34769 -0.106
H -5.02536 -1.28926 -0.70589 0.170
```



The following is a quantum chemistry calculation of a 2-piece molecular cluster, C9H16NOS overall at a distorted geometry, from OMol25.

## Properties
Frontier orbital gap (alpha / beta) in Ha: 0.2877 / 0.3024
Spin multiplicity: 1
LUMO (alpha / beta) in Eh: -0.12487 / -0.11416
Total charge: +1
ΔE to the lowest compared entry with this formula, charge and spin in eV: 4.536

XYZ file:
```
28
Properties=species:S:1:pos:R:3:mulliken_charge:R:1
C 1.31879 0.17499 2.22745 -0.607
C 1.06680 1.43998 2.36364 -0.444
C 1.80130 -0.26686 0.99394 0.683
C 1.85549 0.74806 0.13899 -0.239
C 2.37494 -1.67985 1.05220 -1.387
C -2.53147 0.60817 0.35683 -0.915
C -2.15539 1.10022 -1.93853 -0.958
C 0.59069 -1.80215 -1.99343 -0.419
C -0.57501 -0.38755 -0.68601 -0.706
N -1.44982 0.80778 -0.68187 0.409
O -0.02223 -0.76135 -1.79796 -0.281
S 1.28556 2.25363 0.84006 -0.178
H 1.31962 -0.57336 2.99198 0.383
H 0.53288 2.03540 3.10849 0.437
H 3.27289 -1.67121 1.73962 0.366
H 1.72590 -2.25325 1.64793 0.463
H 2.48021 -2.16012 0.04602 0.289
H -3.00272 -0.38399 0.17597 0.412
H -1.96903 0.50612 1.36840 0.290
H -3.14341 1.55792 0.48619 0.393
H -2.97433 1.91091 -1.99469 0.337
H -1.57403 1.48204 -2.76304 0.383
H -2.88030 0.35366 -2.33904 0.392
H 1.02912 -1.76981 -2.96835 0.293
H 0.71306 -2.61397 -1.28201 0.410
H 2.37312 0.76744 -0.83713 0.401
H -0.54803 -1.06272 0.17674 0.571
H -0.91462 1.63987 -0.43238 0.223
```



The following is a quantum chemistry calculation of C9H16O3P as an isolated structure at a distorted geometry, from OMol25.

## Properties
Frontier orbital gap (alpha / beta) in Ha: 0.2382 / 0.2554
Spin multiplicity: 1
LUMO (alpha / beta) in Eh: 0.11169 / 0.12629
Total charge: -1
ΔE to the lowest compared entry with this formula, charge and spin in eV: 1.138

XYZ file:
```
29
Properties=species:S:1:pos:R:3:mulliken_charge:R:1
C -2.12478 -0.19185 0.97896 0.447
C 2.24875 1.07657 -1.43031 -1.334
C 0.44554 1.16854 2.61582 -1.163
C -2.18344 -2.94235 -0.19138 -0.779
C 0.73456 1.03024 -1.25789 -0.742
C 0.59751 1.68525 1.19188 -0.575
C -1.71947 -1.99347 -1.18829 -0.591
C 0.25977 0.61231 0.14102 0.665
C -1.21643 0.41084 0.06947 0.022
O -3.33102 0.31167 0.63127 -0.428
O -1.98180 -1.06862 1.84203 -0.779
O -3.08974 1.14571 -1.89053 -0.590
P -2.60425 1.48441 -0.53230 -0.317
H 2.50514 1.29349 -2.46544 0.408
H 2.69497 0.12033 -1.15653 0.312
H 2.69336 1.85218 -0.80857 0.295
H 0.57072 1.97880 3.33356 0.371
H 1.18891 0.40088 2.83236 0.298
H -0.53822 0.72814 2.75031 0.264
H -3.22516 -3.21656 -0.33922 0.283
H -2.14028 -2.46876 0.82881 0.196
H -1.55081 -3.83023 -0.12782 0.336
H 0.31277 0.32650 -1.97888 0.432
H 0.30237 2.00962 -1.48309 0.321
H 1.62432 2.03375 1.04520 0.246
H -0.07110 2.53536 1.03534 0.328
H -0.67111 -1.94431 -1.43155 0.279
H -2.39855 -1.37427 -1.73734 0.456
H 0.74149 -0.33002 0.43599 0.340
```